C11H44F4N2O19S4V as an isolated structure at a distorted geometry. Source: OMol25; level of theory: ωB97M-V/def2-TZVPD.

Calculated values
Energy above the lowest of the compared OMol25 structures with the same formula, charge and spin, kcal per mole: 0.0
Total energy, Ha: -4920.31838
2S+1: 3
E_LUMO (spin up / spin down), eV: -6.38 / -5.25
Kohn-Sham gap (spin up / spin down), eV: 5.1 / 6.2
M, g mol⁻¹: 763.67
<S²>: 2.014
Charge: +1

The geometry in XYZ format:
```
85
C11H44F4N2O19S4V, DFT ωB97M-V/def2-TZVPD
V -2.07 1.63 0.58
N -0.63 0.39 0.12
S -0.14 -0.94 0.92
O 1.09 -0.93 1.62
O -0.68 -2.17 0.51
F -1.18 -0.56 2.12
S 0.50 0.26 -1.15
O 0.32 -0.89 -1.95
O 1.73 0.88 -0.92
F -0.18 1.40 -2.05
N -3.50 0.41 1.18
S -4.19 -0.90 0.35
O -5.38 -0.59 -0.35
O -4.00 -2.16 0.92
F -3.05 -0.88 -0.76
S -4.33 0.19 2.60
O -3.88 -0.84 3.45
O -5.70 0.48 2.55
F -3.63 1.48 3.25
C 2.72 -3.90 2.00
O 3.73 -3.96 0.97
H 3.13 -3.72 2.99
H 1.91 -3.24 1.72
H 2.25 -4.90 2.05
H 4.51 -4.28 1.44
C 0.36 3.91 0.06
O -0.88 3.23 -0.19
H 1.02 3.18 0.54
H 0.88 4.30 -0.81
H 0.31 4.65 0.87
H -1.32 3.76 -0.87
C -1.30 3.26 3.42
O -1.08 2.25 2.41
H -2.22 3.80 3.21
H -1.48 2.82 4.40
H -0.52 4.01 3.36
H -0.21 1.84 2.66
C 2.21 0.33 -4.60
O 2.52 -0.78 -5.38
H 2.92 1.15 -4.75
H 1.23 0.77 -4.84
H 2.31 0.05 -3.54
H 2.15 -1.57 -4.96
C -2.02 -3.83 3.22
O -1.54 -2.68 3.89
H -1.32 -4.64 3.39
H -3.02 -4.10 3.55
H -2.00 -3.68 2.14
H -2.18 -1.96 3.82
C 0.43 -3.27 -4.50
O 1.61 -2.87 -3.80
H -0.04 -2.37 -4.91
H 0.79 -3.85 -5.35
H -0.30 -3.76 -3.86
H 1.44 -2.64 -2.88
C -4.29 2.06 -1.56
O -2.85 1.90 -1.42
H -4.75 1.33 -2.22
H -4.78 1.98 -0.59
H -4.48 3.04 -2.00
H -2.57 1.86 -2.36
C 3.98 -1.55 -1.23
O 2.78 -2.19 -0.86
H 3.91 -1.21 -2.26
H 4.26 -0.74 -0.55
H 4.82 -2.25 -1.30
H 2.93 -2.71 -0.06
C 4.09 2.20 1.14
O 5.43 2.36 1.53
H 3.54 3.13 0.96
H 4.07 1.62 0.22
H 3.47 1.65 1.87
H 5.49 2.75 2.40
C 1.91 2.14 4.00
O 1.14 1.20 3.26
H 1.42 2.62 4.84
H 2.89 1.73 4.26
H 2.22 2.94 3.32
H 1.49 0.32 3.45
C -2.29 -0.28 -3.95
O -2.67 1.10 -4.09
H -3.01 -0.75 -3.28
H -2.21 -0.82 -4.89
H -1.33 -0.35 -3.44
H -2.76 1.33 -5.02
```

C4H4N2O2 as an isolated structure at a distorted geometry. Source: OMol25; level of theory: ωB97M-V/def2-TZVPD.

Calculated values
Energy above the lowest of the compared OMol25 structures with the same formula, charge and spin, kcal per mole: 162.0
Total energy, Ha: -414.58810
2S+1: 1
E_LUMO (spin up / spin down), eV: -0.53 / -0.53
Kohn-Sham gap (spin up / spin down), eV: 9.4 / 9.4
M, g mol⁻¹: 112.09
Charge: 0

The geometry in XYZ format:
```
12
C4H4N2O2, DFT ωB97M-V/def2-TZVPD
N -1.93 -1.44 -0.39
C -0.98 -0.77 -0.68
C 0.45 -0.52 -0.66
C 1.33 -1.04 0.26
O 1.99 -0.04 0.82
N 1.54 1.15 0.29
C 1.01 0.79 -0.86
H 1.40 -2.00 0.77
H 0.71 1.54 -1.58
O -1.93 0.99 0.61
H -1.06 1.39 0.78
H -2.54 -0.06 0.64
```

A 3-piece molecular cluster, C24H52ClNO11P3 overall at a distorted geometry. Source: OMol25; level of theory: ωB97M-V/def2-TZVPD.

Calculated values
Energy above the lowest of the compared OMol25 structures with the same formula, charge and spin, kcal per mole: 0.0
Total energy, Ha: -3312.44747
2S+1: 2
E_LUMO (spin up / spin down), eV: 0.28 / 0.09
Kohn-Sham gap (spin up / spin down), eV: 8.7 / 8.5
M, g mol⁻¹: 659.05
<S²>: 0.754
Charge: 0

The geometry in XYZ format:
```
92
C24H52ClNO11P3, DFT ωB97M-V/def2-TZVPD
C 3.88 2.14 -1.11
P 3.79 2.34 0.68
O 3.70 3.98 0.89
C 2.10 1.65 1.27
C 1.07 2.78 1.48
C 0.64 3.49 0.23
O 1.29 3.78 -0.71
Cl -1.10 3.95 0.26
C 1.48 0.62 0.29
C 1.74 -0.84 0.62
C 3.20 -1.27 0.41
C 0.90 -1.65 -0.39
N 1.25 -1.21 1.97
O 1.55 -2.40 2.30
C 1.46 -0.17 3.05
C 0.07 0.30 3.54
C 2.12 -0.85 4.26
C 2.39 0.98 2.63
H 3.95 1.08 -1.37
H 4.82 2.59 -1.43
H 3.08 2.59 -1.70
H 3.63 4.16 1.84
H 0.17 2.33 1.89
H 1.42 3.48 2.25
H 0.39 0.76 0.36
H 1.72 0.81 -0.76
H 3.49 -1.03 -0.61
H 3.27 -2.35 0.50
H 3.88 -0.84 1.14
H 1.10 -2.71 -0.29
H -0.15 -1.53 -0.12
H 1.10 -1.33 -1.41
H -0.25 -0.25 4.42
H 0.03 1.37 3.73
H -0.68 0.10 2.76
H 1.43 -1.54 4.74
H 2.33 -0.06 4.98
H 3.07 -1.31 4.01
H 3.42 0.60 2.65
H 2.32 1.74 3.40
O -7.54 4.89 -1.58
P -6.87 5.98 -0.85
O -5.75 5.44 0.14
C -4.61 4.74 -0.38
C -3.65 5.64 -1.14
O -7.95 6.51 0.24
C -9.31 6.08 0.22
C -9.54 4.97 1.22
O -6.28 7.40 -1.23
C -7.11 8.56 -1.44
C -7.04 9.47 -0.24
H -4.95 3.92 -1.02
H -4.11 4.30 0.48
H -4.11 6.01 -2.06
H -2.75 5.10 -1.41
H -3.39 6.51 -0.54
H -9.61 5.78 -0.78
H -9.91 6.95 0.49
H -8.82 4.16 1.06
H -10.55 4.57 1.13
H -9.39 5.33 2.23
H -8.13 8.28 -1.68
H -6.70 9.08 -2.31
H -7.42 8.97 0.65
H -7.63 10.37 -0.41
H -6.01 9.75 -0.03
O 2.19 -7.72 -2.74
P 3.30 -7.50 -1.80
O 3.52 -5.96 -1.49
C 2.49 -5.20 -0.85
C 2.30 -5.58 0.61
O 4.65 -7.80 -2.65
C 4.62 -8.38 -3.95
C 4.72 -7.31 -5.02
O 3.79 -8.15 -0.45
C 4.50 -9.41 -0.39
C 5.97 -9.16 -0.16
H 1.55 -5.32 -1.40
H 2.78 -4.15 -0.92
H 1.91 -6.59 0.71
H 1.60 -4.89 1.09
H 3.25 -5.54 1.14
H 3.72 -8.98 -4.09
H 5.47 -9.06 -4.01
H 3.97 -6.54 -4.87
H 4.59 -7.74 -6.02
H 5.70 -6.83 -4.98
H 4.32 -10.00 -1.29
H 4.08 -9.96 0.45
H 6.40 -8.59 -0.98
H 6.50 -10.11 -0.08
H 6.12 -8.59 0.75
```

A single C5H8N2 molecule at a distorted geometry. Source: OMol25; level of theory: ωB97M-V/def2-TZVPD.

Calculated values
Energy above the lowest of the compared OMol25 structures with the same formula, charge and spin, kcal per mole: 48.6
Total energy, Ha: -304.75802
2S+1: 1
E_LUMO, eV: 0.97
Kohn-Sham gap, eV: 10.1
M, g mol⁻¹: 96.13
SMILES: C1=NN=CCCC1
Charge: 0

The geometry in XYZ format:
```
15
C5H8N2, DFT ωB97M-V/def2-TZVPD
C 0.35 -1.07 0.52
C 0.97 0.25 0.84
C 1.10 1.20 -0.36
C -1.58 0.38 -0.41
C -0.77 -0.91 -0.57
H 1.13 -1.79 0.15
H -0.11 -1.43 1.45
H 1.94 0.16 1.30
H 0.38 0.68 1.70
H 2.07 1.47 -0.76
H -2.73 0.31 -0.23
H -0.33 -0.85 -1.55
H -1.44 -1.71 -0.53
N 0.14 1.73 -0.98
N -1.11 1.57 -0.58
```

C29H34BaN7O4PSi2 as an isolated structure at a distorted geometry. Source: OMol25; level of theory: ωB97M-V/def2-TZVPD.

Calculated values
Energy above the lowest of the compared OMol25 structures with the same formula, charge and spin, kcal per mole: 75.5
Total energy, Ha: -2755.66554
2S+1: 1
E_LUMO, eV: 3.53
Kohn-Sham gap, eV: 2.6
M, g mol⁻¹: 769.11
Charge: -2

The geometry in XYZ format:
```
78
C29H34BaN7O4PSi2, DFT ωB97M-V/def2-TZVPD
Ba -0.20 0.54 -0.27
C -2.69 1.42 5.14
N -2.51 1.73 3.76
C -3.44 2.29 2.91
C -2.88 2.29 1.67
N -1.65 1.74 1.72
C -1.44 1.36 2.97
P 0.21 1.01 3.67
C 1.23 2.09 2.67
N 1.22 2.20 1.34
C 1.88 3.34 1.04
C 2.29 3.97 2.18
N 1.86 3.19 3.23
C 2.07 3.39 4.62
C 0.60 -0.54 2.79
N 1.71 -0.74 2.10
C 1.78 -2.08 1.89
C 0.73 -2.70 2.51
N 0.01 -1.72 3.11
C -1.23 -1.87 3.81
H -3.11 2.28 5.68
H -3.36 0.56 5.26
H -1.72 1.18 5.56
H -4.39 2.64 3.27
H -3.29 2.65 0.75
H 2.00 3.63 0.02
H 2.83 4.89 2.34
H 2.62 4.31 4.79
H 1.10 3.44 5.14
H 2.61 2.54 5.05
H 2.58 -2.52 1.32
H 0.44 -3.73 2.59
H -1.19 -2.78 4.43
H -1.38 -1.00 4.45
H -2.07 -1.94 3.11
O -2.30 2.86 -3.46
C -1.92 2.08 -2.58
O -0.77 1.97 -2.09
C -2.96 1.12 -1.99
C -4.23 0.97 -2.53
C -5.10 0.08 -1.92
C -4.69 -0.60 -0.79
C -3.39 -0.40 -0.33
N -2.55 0.43 -0.94
C -2.79 -1.13 0.86
O -3.56 -1.68 1.67
O -1.54 -1.11 0.92
H -4.51 1.53 -3.41
H -6.10 -0.09 -2.33
H -5.34 -1.29 -0.27
C -1.34 -1.90 -3.44
Si 0.11 -1.87 -2.14
C -0.08 -3.67 -1.40
C 1.69 -2.10 -3.27
C 1.71 -3.17 -4.17
C 2.79 -3.43 -5.00
C 3.89 -2.59 -4.94
C 3.88 -1.52 -4.07
C 2.80 -1.25 -3.22
Si 2.91 0.28 -2.03
C 4.81 0.23 -1.50
C 2.98 1.77 -3.28
H -1.30 -2.71 -4.17
H -1.35 -0.96 -4.00
H -2.28 -1.97 -2.91
H -0.25 -4.44 -2.15
H -0.91 -3.68 -0.71
H 0.81 -3.95 -0.85
H 0.86 -3.83 -4.22
H 2.77 -4.27 -5.68
H 4.75 -2.77 -5.59
H 4.75 -0.87 -4.04
H 5.51 0.48 -2.30
H 5.09 -0.75 -1.12
H 4.98 0.94 -0.69
H 3.49 1.53 -4.21
H 3.48 2.62 -2.83
H 1.97 2.07 -3.52
```

A single C3H3F3 molecule at a distorted geometry. Source: OMol25; level of theory: ωB97M-V/def2-TZVPD.

Calculated values
Energy above the lowest of the compared OMol25 structures with the same formula, charge and spin, kcal per mole: 0.8
Total energy, Ha: -415.69088
2S+1: 1
E_LUMO, eV: 0.75
Kohn-Sham gap, eV: 11.6
M, g mol⁻¹: 96.05
SMILES: C=CC(F)(F)F
Charge: 0

The geometry in XYZ format:
```
9
C3H3F3, DFT ωB97M-V/def2-TZVPD
C 0.97 -0.26 -0.51
C -0.05 0.43 0.33
C -1.38 0.06 0.46
H 0.30 1.22 1.02
H -1.94 0.80 1.00
H -1.92 -0.74 0.01
F 1.90 -0.88 0.22
F 0.41 -1.21 -1.30
F 1.70 0.59 -1.23
```